No. 1
Entry from the OMol25 dataset: C37H53AsN3O4P2SZr as an isolated structure (the ωB97M-V functional and the def2-TZVPD basis).

The geometry in XYZ format:
```
102
Properties=species:S:1:pos:R:3:mulliken_charge:R:1
Zr -0.24 -0.96 -0.11 -0.31
N 0.85 -1.04 -2.24 0.58
C 1.99 -0.24 -2.68 -0.27
C 2.80 -0.72 -3.70 -0.42
C 3.85 0.07 -4.14 -0.80
C 4.08 1.32 -3.58 -0.83
C 3.26 1.78 -2.56 -0.86
C 2.21 0.99 -2.09 0.46
P 1.13 1.51 -0.74 2.24
C 2.26 2.21 0.48 1.28
C 2.76 3.51 0.35 -1.07
C 3.72 3.97 1.24 -1.02
C 4.20 3.14 2.25 -0.99
C 3.72 1.85 2.37 -0.50
C 2.75 1.39 1.49 0.16
C 0.12 2.84 -1.46 1.51
C -0.42 2.60 -2.73 -0.97
C -1.27 3.52 -3.32 -0.78
C -1.58 4.70 -2.65 -0.84
C -1.04 4.96 -1.40 -1.00
C -0.19 4.03 -0.81 -0.56
H 0.09 -0.88 -2.90 0.38
H 1.10 -2.03 -2.39 0.19
H 2.61 -1.69 -4.15 0.59
H 4.49 -0.29 -4.94 0.47
H 4.89 1.94 -3.94 0.50
H 3.46 2.75 -2.12 0.47
H 2.40 4.16 -0.43 0.60
H 4.10 4.98 1.14 0.51
H 4.95 3.51 2.93 0.47
H 4.09 1.21 3.16 0.46
H 2.36 0.38 1.59 -0.74
H -0.15 1.70 -3.27 0.31
H -1.67 3.33 -4.30 0.50
H -2.24 5.42 -3.12 0.45
H -1.26 5.89 -0.90 0.49
H 0.24 4.27 0.16 0.47
C 4.06 -2.18 0.21 -0.95
As 2.65 -2.65 1.40 0.67
C 2.24 -4.51 1.31 -0.95
C 3.00 -2.13 3.20 -0.91
O 1.27 -1.73 0.89 -0.55
H 4.95 -2.75 0.49 0.54
H 4.27 -1.11 0.30 0.28
H 3.77 -2.43 -0.80 0.32
H 3.16 -5.05 1.52 0.50
H 1.87 -4.79 0.32 0.26
H 1.50 -4.76 2.07 0.42
H 3.99 -2.49 3.48 0.47
H 2.26 -2.60 3.86 0.42
H 2.96 -1.05 3.30 0.14
O -0.10 -5.48 -0.90 -0.61
S -0.09 -4.40 -1.84 0.84
O 1.16 -4.04 -2.47 -0.69
N -0.61 -3.01 -1.09 0.50
C -1.65 -2.49 -1.70 1.03
O -1.96 -1.29 -1.33 -0.63
C -2.22 -3.29 -2.78 -0.13
C -3.34 -3.06 -3.57 -0.40
C -3.65 -4.01 -4.54 -0.77
C -2.87 -5.15 -4.71 -0.61
C -1.74 -5.39 -3.92 -0.89
C -1.44 -4.44 -2.97 0.41
H -3.94 -2.18 -3.43 0.62
H -4.52 -3.87 -5.16 0.46
H -3.14 -5.87 -5.47 0.45
H -1.14 -6.27 -4.06 0.54
N -1.52 -2.46 1.37 -0.62
H -1.57 -2.30 2.37 0.19
H -1.08 -3.37 1.23 0.30
H -2.48 -2.56 1.05 0.28
C 0.07 2.24 3.30 -1.74
C -0.90 2.35 2.13 1.93
C -1.86 3.53 2.35 -1.61
P -1.70 0.73 1.71 1.72
C -3.29 1.16 0.87 0.05
C -3.02 1.76 -0.51 -0.65
C -4.28 0.00 0.80 -1.54
C -2.22 -0.08 3.29 0.30
C -1.08 -0.71 4.10 -1.47
C -3.09 0.82 4.18 -1.74
H 0.76 3.09 3.28 0.48
H 0.68 1.33 3.27 0.13
H -0.45 2.27 4.25 0.40
H -0.32 2.57 1.23 -1.16
H -2.49 3.38 3.23 0.28
H -2.49 3.73 1.49 0.36
H -1.26 4.42 2.53 0.53
H -3.72 1.93 1.51 0.90
H -2.58 1.03 -1.19 -0.21
H -2.36 2.63 -0.47 -0.34
H -3.97 2.08 -0.95 0.72
H -3.91 -0.81 0.17 0.02
H -5.20 0.36 0.34 0.51
H -4.55 -0.39 1.78 0.34
H -2.89 -0.87 2.94 0.67
H -0.60 0.03 4.73 0.40
H -0.31 -1.16 3.48 0.00
H -1.49 -1.47 4.77 0.44
H -2.50 1.63 4.63 0.30
H -3.50 0.23 5.00 0.49
H -3.93 1.26 3.65 0.40
```

For the energy above the lowest of the compared OMol25 structures with the same formula, charge and spin, the calculation gives 6.0 kcal/mol. Its HOMO energy is -16.3 eV. Its charge is +3. As for the spin multiplicity: 1.

***

No. 2
Entry from the OMol25 dataset: a 4-piece molecular cluster, C15H31F2N2O7PS overall (the ωB97M-V functional and the def2-TZVPD basis).

The geometry in XYZ format:
```
59
Properties=species:S:1:pos:R:3:mulliken_charge:R:1
C 3.56 -2.06 0.24 -1.54
C 2.44 -1.47 -0.64 0.28
C 1.13 -1.56 0.12 -0.10
O 0.97 -2.34 1.02 -0.45
O 0.07 -0.68 -0.18 0.04
C -0.78 -1.02 -1.26 0.45
C -0.37 -2.19 -2.12 -1.26
C -0.67 -3.60 -1.61 0.57
C -2.03 -4.17 -1.75 -1.28
N 0.23 -4.35 -1.13 -0.80
P -0.93 0.58 -2.29 0.25
S -1.33 0.32 -4.17 -0.36
N -2.13 -1.34 -0.60 0.75
C -2.12 -0.90 0.76 0.22
O -2.35 0.19 1.18 -0.45
F -1.81 -1.89 1.55 -0.24
C -3.27 -0.92 -1.32 0.28
O -3.65 -1.50 -2.30 -0.42
F -3.94 0.12 -0.85 -0.23
H 3.42 -3.13 0.28 0.40
H 4.54 -1.79 -0.12 0.38
H 3.48 -1.67 1.24 0.33
H 2.66 -0.42 -0.80 0.27
H 2.42 -2.04 -1.55 0.26
H 0.65 -2.12 -2.46 0.48
H -0.96 -2.10 -3.03 0.76
H -2.41 -4.11 -2.76 0.32
H -2.01 -5.20 -1.42 0.44
H -2.74 -3.66 -1.13 0.20
H 1.12 -3.86 -1.12 0.25
H 0.35 1.14 -2.17 -0.01
H -1.78 1.46 -1.61 0.09
C 5.93 2.88 -0.12 -1.17
C 4.99 1.81 -0.64 -0.11
O 4.55 0.95 0.41 -0.44
H 6.80 2.42 0.35 0.30
H 6.27 3.52 -0.93 0.37
H 5.44 3.50 0.63 0.29
H 5.49 1.18 -1.37 0.34
H 4.11 2.27 -1.12 0.21
H 4.10 1.49 1.06 0.24
C 1.65 3.35 0.97 -0.81
C 0.52 3.53 -0.03 -0.40
O -0.31 2.37 -0.08 -0.26
H 2.24 2.48 0.69 -0.09
H 2.30 4.22 1.00 0.40
H 1.25 3.17 1.97 0.44
H 0.91 3.69 -1.03 0.34
H -0.09 4.40 0.24 0.26
H -0.68 2.23 0.80 0.13
C -4.74 1.52 3.21 -0.41
C -5.55 0.32 3.67 -0.31
O -6.39 -0.17 2.64 -0.51
H -5.40 2.32 2.87 0.30
H -4.10 1.90 4.01 0.31
H -4.10 1.24 2.37 -0.16
H -6.20 0.60 4.50 0.32
H -4.88 -0.48 4.01 0.24
H -5.83 -0.43 1.90 0.29
```

As for the SMILES: [H]/N=C(/C)C[C@@](OC(=O)CC)([PH2]=S)N(C(=O)F)C(=O)F.CCO.CCO.CCO. Its HOMO energy is -9.0 eV. As for the spin multiplicity: 1.

***

No. 3
Entry from the OMol25 dataset: C35H34BrCoN3O4P2S as an isolated structure (the ωB97M-V functional and the def2-TZVPD basis).

The geometry in XYZ format:
```
81
Properties=species:S:1:pos:R:3:mulliken_charge:R:1
Co -0.39 0.11 0.11 0.49
C -3.57 -2.30 2.19 -1.90
C -2.62 -2.10 1.03 1.52
C -2.05 -3.40 0.48 -1.28
O -1.54 -1.21 1.44 -0.15
C -3.30 -1.33 -0.09 -0.07
O -4.47 -1.15 -0.25 -0.57
O -2.32 -0.82 -0.89 0.15
H -3.10 -2.93 2.95 0.43
H -4.48 -2.81 1.84 0.39
H -3.86 -1.35 2.63 0.37
H -1.58 -3.95 1.30 0.42
H -1.34 -3.22 -0.33 -0.04
H -2.85 -4.02 0.07 0.43
H -0.90 -1.76 1.93 0.09
C 3.53 0.75 2.07 -1.21
N 2.26 0.51 1.38 0.73
P 1.73 -1.02 0.79 0.85
C 2.15 -2.14 2.17 0.83
C 1.35 -2.11 3.31 -0.09
C 1.63 -2.92 4.40 -1.04
C 2.72 -3.78 4.36 -0.55
C 3.53 -3.82 3.23 -0.73
C 3.25 -3.00 2.14 -0.41
C 2.83 -1.51 -0.54 0.61
C 3.93 -0.75 -0.93 -0.44
C 4.70 -1.15 -2.01 -0.81
C 4.36 -2.30 -2.72 -0.51
C 3.24 -3.04 -2.35 -0.79
C 2.47 -2.65 -1.27 -0.41
P 0.94 1.57 1.44 1.09
C 0.75 2.04 3.18 0.24
C -0.14 1.31 3.96 -0.23
C -0.27 1.57 5.31 -0.76
C 0.49 2.57 5.90 -0.55
C 1.37 3.32 5.13 -0.68
C 1.50 3.06 3.77 -0.39
C 1.41 3.10 0.61 0.63
C 0.60 4.22 0.77 -0.55
C 0.90 5.40 0.11 -0.62
C 2.01 5.46 -0.73 -0.50
C 2.81 4.34 -0.90 -0.65
C 2.51 3.16 -0.23 -0.63
H 4.04 -0.20 2.22 0.46
H 3.35 1.19 3.05 0.31
H 4.18 1.41 1.50 0.34
H 0.52 -1.42 3.37 -0.03
H 1.01 -2.88 5.28 0.46
H 2.95 -4.41 5.20 0.40
H 4.37 -4.49 3.19 0.43
H 3.87 -3.05 1.25 0.43
H 4.17 0.16 -0.41 0.13
H 5.55 -0.56 -2.32 0.41
H 4.94 -2.59 -3.58 0.37
H 2.93 -3.89 -2.94 0.41
H 1.57 -3.19 -1.04 0.45
H -0.76 0.55 3.49 0.30
H -0.97 1.00 5.91 0.46
H 0.39 2.77 6.96 0.39
H 1.95 4.10 5.59 0.43
H 2.18 3.65 3.18 0.47
H -0.27 4.18 1.42 0.48
H 0.27 6.27 0.23 0.43
H 2.25 6.37 -1.25 0.39
H 3.65 4.37 -1.58 0.45
H 3.10 2.27 -0.42 0.27
O -3.82 1.62 -4.68 -0.53
C -3.20 1.56 -3.49 0.90
C -2.56 2.66 -2.91 -0.71
C -1.92 2.50 -1.70 -0.57
N -1.92 1.33 -1.05 -0.07
C -2.54 0.32 -1.63 -0.10
Br -0.63 -2.66 -2.81 -0.72
C -3.20 0.33 -2.83 -0.52
H -3.69 2.49 -5.08 0.31
H -2.51 3.61 -3.42 0.31
H -1.36 3.31 -1.25 0.23
H -3.61 -0.56 -3.26 0.55
S 1.54 2.20 -3.54 -0.40
C 1.07 1.23 -2.34 0.12
N 0.75 0.53 -1.45 -0.16
```

For the energy above the lowest of the compared OMol25 structures with the same formula, charge and spin, the calculation gives 5.3 kcal/mol. As for the expectation value of S²: 3.7616. Its HOMO energy (spin up / spin down) is -6.6 / -6.6 eV. As for the spin multiplicity: 4.

***

No. 4
Entry from the OMol25 dataset: one molecule with the formula C3H2Cl3NO (the ωB97M-V functional and the def2-TZVPD basis).

The geometry in XYZ format:
```
10
Properties=species:S:1:pos:R:3:mulliken_charge:R:1
C 1.70 -0.39 -0.63 0.24
C -0.65 -1.23 -0.11 -0.06
C 0.56 -0.39 0.17 0.11
N 2.70 -0.37 -1.21 -0.34
O -0.57 2.58 0.76 -0.54
Cl -1.58 -1.80 1.35 -0.14
Cl -1.85 -0.29 -1.11 -0.11
Cl 0.30 0.91 1.17 0.16
H -0.60 -2.24 -0.58 0.36
H -0.03 3.22 0.18 0.32
```

For the energy above the lowest of the compared OMol25 structures with the same formula, charge and spin, the calculation gives 84.3 kcal/mol. Its HOMO energy (spin up / spin down) is -9.9 / -10.3 eV. As for the spin multiplicity: 1.

***

No. 5
Entry from the OMol25 dataset: one molecule with the formula C8H15NO2S (the ωB97M-V functional and the def2-TZVPD basis).

The geometry in XYZ format:
```
27
Properties=species:S:1:pos:R:3:mulliken_charge:R:1
C 2.15 1.31 0.54 0.47
C -0.29 0.43 -1.83 -0.56
C 1.23 -0.09 -2.23 -0.66
C 1.18 -0.20 0.30 0.68
C 0.29 -2.28 1.74 -1.12
C -2.65 1.15 -0.26 -1.18
C 0.95 -0.93 1.70 -0.96
C -1.31 0.96 0.42 -0.47
N -0.41 0.05 -0.32 -0.26
O 3.25 1.15 0.15 -0.58
O 1.40 2.17 0.94 -0.65
S 1.74 -1.29 -0.98 -0.19
H -0.30 1.50 -1.89 0.36
H -0.95 -0.23 -2.50 0.32
H 1.21 -0.64 -3.23 0.42
H 2.05 0.71 -2.32 0.31
H 0.04 -2.51 2.76 0.37
H 0.96 -3.01 1.21 0.30
H -0.56 -2.26 1.07 0.34
H -2.67 1.86 -1.13 0.30
H -3.02 0.27 -0.77 0.36
H -3.36 1.49 0.54 0.36
H 2.03 -0.86 2.04 0.44
H 0.36 -0.21 2.20 0.47
H -1.58 0.52 1.39 0.33
H -0.80 1.87 0.56 0.42
H -0.94 -0.94 -0.10 0.38
```

As for the SMILES: CC[N@H+]1CCS[C@@]1(CC)C(=O)[O-]. For the energy above the lowest of the compared OMol25 structures with the same formula, charge and spin, the calculation gives 44.7 kcal/mol. Its HOMO energy is -8.0 eV. As for the spin multiplicity: 1.

***

No. 6
Entry from the OMol25 dataset: a 2-piece molecular cluster, C5H15N4 overall (the ωB97M-V functional and the def2-TZVPD basis).

The geometry in XYZ format:
```
24
Properties=species:S:1:pos:R:3:mulliken_charge:R:1
C -1.77 -0.40 -0.13 0.99
C -0.98 0.68 -0.12 0.12
C -3.26 -0.37 -0.25 -1.92
C -1.35 -1.82 0.22 -1.99
C 0.72 0.65 0.15 0.68
N -1.48 2.03 -0.08 -0.57
N 1.10 1.66 0.89 -0.33
N 1.49 -0.21 -0.43 -0.32
N 4.03 -0.32 -0.38 -0.89
H -3.54 0.40 -0.79 0.56
H -3.51 -1.27 -0.73 0.44
H -3.48 -0.18 0.80 0.41
H -0.49 -1.96 0.72 0.63
H -1.17 -2.39 -0.59 0.49
H -2.05 -2.35 0.90 0.38
H -2.47 2.15 0.04 0.23
H -1.03 2.54 -0.82 0.22
H 2.08 1.58 0.99 0.19
H 0.38 2.02 1.48 0.26
H 1.09 -0.90 -0.99 0.22
H 2.57 -0.28 -0.39 0.39
H 4.01 -1.26 0.06 0.31
H 4.24 0.34 0.36 0.26
H 4.89 -0.34 -0.91 0.26
```

For the energy above the lowest of the compared OMol25 structures with the same formula, charge and spin, the calculation gives 17.7 kcal/mol. Its HOMO energy is -12.1 eV. Its charge is +1. As for the spin multiplicity: 1.

***

No. 7
Entry from the OMol25 dataset: a 2-piece molecular cluster, C10H16O overall (the ωB97M-V functional and the def2-TZVPD basis).

The geometry in XYZ format:
```
27
Properties=species:S:1:pos:R:3:mulliken_charge:R:1
C -2.37 0.40 -0.02 -0.07
C -3.03 1.82 0.14 -1.07
C -2.45 -0.48 1.32 -0.79
H -2.92 -0.17 -0.73 0.38
H -1.28 0.53 -0.31 0.05
H -2.27 2.44 0.52 0.28
H -1.45 -0.79 1.58 0.16
H -2.99 -0.05 2.18 0.32
H -3.77 1.70 1.01 0.27
H -3.38 2.05 -0.84 0.34
H -3.04 -1.37 1.03 0.25
C 1.47 -2.78 0.04 -1.31
C 2.80 0.54 -1.38 -0.73
C 1.96 1.37 -0.62 1.02
C 2.73 -0.85 -1.09 -0.57
C 1.91 -1.32 -0.09 0.51
C 1.26 0.91 0.44 -0.93
C 1.17 -0.44 0.71 -0.29
O 1.70 2.65 -1.06 -0.53
H 3.39 0.86 -2.23 0.30
H 3.30 -1.57 -1.66 0.32
H 0.65 1.59 1.03 0.39
H 2.29 3.04 -1.70 0.31
H 2.06 -3.32 -0.69 0.34
H 0.39 -2.88 -0.02 0.30
H 0.35 -0.75 1.35 0.42
H 1.53 -3.11 1.10 0.33
```

As for the SMILES: Cc1ccc(O)cc1.CCC. For the energy above the lowest of the compared OMol25 structures with the same formula, charge and spin, the calculation gives 46.8 kcal/mol. Its HOMO energy is -8.4 eV. As for the spin multiplicity: 1.

***

No. 8
Entry from the OMol25 dataset: C28H31Cl3IrNOP as an isolated structure (the ωB97M-V functional and the def2-TZVPD basis).

The geometry in XYZ format:
```
66
Properties=species:S:1:pos:R:3:mulliken_charge:R:1
C -0.98 0.92 -3.38 1.84
C -1.06 -0.41 -3.96 0.39
C 0.23 -0.96 -4.06 0.93
C -2.29 -1.04 -4.43 -1.48
C 1.17 -0.03 -3.60 0.23
C 0.49 1.16 -3.13 0.84
C 1.10 2.51 -3.30 -2.12
C -1.93 2.00 -3.71 -1.97
C 0.53 -2.32 -4.58 -1.87
C 2.64 -0.18 -3.68 -2.14
Ir -0.52 0.57 -1.36 0.31
Cl -2.49 -2.54 -1.62 -0.42
Cl -2.72 0.34 -0.78 -0.53
Cl 0.13 -1.66 -1.09 -0.49
H -3.15 -0.39 -4.27 0.32
H -2.48 -1.97 -3.83 0.11
H -2.22 -1.33 -5.49 0.33
H -0.22 -3.04 -4.25 0.34
H 1.52 -2.64 -4.24 0.40
H 0.55 -2.33 -5.68 0.31
H 2.96 -1.11 -3.19 0.37
H 3.13 0.66 -3.18 0.35
H 2.99 -0.21 -4.72 0.27
H 2.10 2.51 -2.88 0.51
H 0.48 3.26 -2.81 0.42
H 1.19 2.77 -4.37 0.30
H -2.95 1.66 -3.51 0.43
H -1.85 2.25 -4.77 0.28
H -1.70 2.88 -3.11 0.33
O -0.73 2.56 -0.92 -0.93
H 0.17 2.86 -0.70 0.21
N 0.09 0.56 0.38 0.80
P 0.21 0.04 1.92 0.76
C -1.17 -1.07 2.26 0.64
C -2.44 -0.49 2.44 -0.42
C -3.50 -1.28 2.86 -0.65
C -3.30 -2.65 3.08 -0.46
C -2.06 -3.23 2.83 -0.54
C -0.98 -2.45 2.42 -0.13
C 1.84 -0.63 2.22 0.70
C 2.25 -1.80 1.55 -0.43
C 3.48 -2.39 1.84 -0.81
C 4.35 -1.79 2.75 -0.59
C 3.98 -0.59 3.37 -0.59
C 2.75 0.00 3.10 -0.59
C -0.07 1.41 3.03 -0.12
C -0.04 1.16 4.42 -0.25
C -0.33 2.18 5.31 -0.67
C -0.62 3.47 4.84 -0.38
C -0.63 3.72 3.46 -0.51
C -0.38 2.69 2.55 -0.39
H -2.57 0.58 2.26 0.40
H -4.47 -0.81 3.04 0.34
H -4.13 -3.26 3.46 0.32
H -1.90 -4.30 2.98 0.35
H 0.01 -2.88 2.24 0.18
H 1.61 -2.23 0.79 -0.01
H 3.77 -3.31 1.33 0.38
H 5.32 -2.24 2.97 0.31
H 4.67 -0.10 4.06 0.37
H 2.48 0.94 3.57 0.30
H 0.20 0.16 4.78 0.40
H -0.34 1.98 6.39 0.34
H -0.84 4.27 5.55 0.34
H -0.86 4.72 3.09 0.38
H -0.45 2.86 1.47 0.36
```

For the energy above the lowest of the compared OMol25 structures with the same formula, charge and spin, the calculation gives 0.0 kcal/mol. As for the expectation value of S²: 8.8109. Its HOMO energy (spin up / spin down) is 1.4 / -1.7 eV. Its charge is -2. As for the spin multiplicity: 6.

***

Computed values of maximum force (unit: hartree/bohr) for the preceding records, in sequence: 0.0155, 0.0583, 0.0125, 0.0424, 0.0776, 0.1142, 0.0648, 0.0745.
Computed values of DFT total energy (unit: eV) for the preceding records, in sequence: -143403.59008, -58927.69724, -186591.83027, -44243.31508, -24957.01131, -11381.26037, -12675.69760, -82768.11504.